Record 1
{
  "formula": "CH11NO4",
  "method": "the ωB97M-V functional and the def2-TZVPD basis",
  "species": ["N", "C", "O", "H", "H", "H", "H", "H", "O", "H", "H", "O", "H", "H", "O", "H", "H"],
  "positions_angstrom": [[-1.228894, 1.992568, 0.403551], [0.013715, 1.688745, -0.357556], [0.796418, 0.906227, 0.513269], [-1.618182, 1.150067, 0.837420], [-1.071334, 2.643901, 1.158940], [-0.228900, 1.107156, -1.254516], [0.536140, 2.546902, -0.732509], [0.754482, 1.226484, 1.414787], [0.016202, -0.665513, 2.375618], [0.338921, -1.638111, 2.398373], [-0.667979, -0.708924, 1.717706], [0.550241, -1.530392, -2.598078], [1.484272, -1.785390, -2.650867], [0.542904, -0.671492, -2.084732], [-0.040257, -2.421016, -0.012333], [0.198571, -2.374294, -1.020050], [-0.376320, -1.466914, -0.109017]],
  "forces_ev_per_angstrom": [[-0.024, 0.251, -1.259], [-1.645, -0.657, 2.246], [1.331, -0.560, -1.688], [0.327, 0.335, -0.488], [0.206, 0.210, -0.091], [-0.126, -0.229, 0.292], [0.024, 0.940, 0.223], [-0.122, 0.066, 0.104], [0.959, -2.699, 1.173], [-0.714, 2.455, -0.097], [-0.348, -0.028, -0.349], [0.179, 1.251, 0.799], [-0.211, 0.220, -0.015], [0.268, -1.322, -0.989], [-0.367, 2.701, -3.156], [-0.243, -1.171, 2.097], [0.504, -1.763, 1.198]],
  "lowdin_charge": [0.021, -0.305, -0.102, 0.064, 0.062, 0.095, 0.103, 0.070, -0.091, 0.099, -0.015, -0.064, 0.070, 0.056, -0.135, 0.038, 0.033],
  "e_above_lowest_kcal_mol": 38.2,
  "smiles": "NCO.O.O.O",
  "energy_ev": -10894.3691,
  "multiplicity": 1,
  "lumo_ev": 0.4
}

Record 2
{
  "formula": "C4H13N3O",
  "method": "the ωB97M-V functional and the def2-TZVPD basis",
  "species": ["C", "N", "C", "N", "O", "H", "H", "H", "H", "H", "H", "C", "C", "N", "H", "H", "H", "H", "H", "H", "H"],
  "positions_angstrom": [[-0.076067, -2.240442, -0.268808], [0.838354, -1.160247, -0.014950], [1.899511, -1.302676, 0.942898], [1.130074, -0.311557, -1.325091], [2.154860, 0.293800, -1.345898], [0.152116, -2.713336, -1.229567], [-1.067598, -1.786292, -0.348616], [-0.088092, -3.018664, 0.499096], [2.714143, -0.622947, 0.676584], [2.276761, -2.327140, 1.023068], [1.521166, -0.969575, 1.913774], [-0.716719, 2.597089, 0.205684], [-1.012061, 1.107996, 0.261027], [-1.858638, 0.575635, -0.791959], [-0.175957, 2.933757, 1.091850], [-0.175046, 2.867042, -0.702179], [-1.650512, 3.167983, 0.203396], [-1.492735, 0.871728, 1.219141], [-0.073474, 0.288480, 0.425163], [-1.486954, 0.831192, -1.700929], [-2.813133, 0.918177, -0.733683]],
  "forces_ev_per_angstrom": [[-0.773, 0.177, -0.875], [2.208, 1.086, -2.246], [0.004, 0.351, 0.036], [0.802, -1.321, 1.625], [-1.618, -1.060, 0.779], [-0.059, -0.156, 0.097], [-0.114, -0.350, 0.010], [0.293, 0.388, 0.086], [0.003, -0.133, -0.063], [-0.011, 0.093, -0.080], [0.138, -0.149, 0.153], [-0.067, -0.082, 0.013], [1.587, -2.261, 1.782], [0.029, -0.054, -0.290], [0.249, -0.063, -0.122], [0.167, 0.040, 0.071], [-0.067, -0.084, -0.098], [-0.450, 0.344, -0.096], [-2.407, 3.210, -0.765], [-0.105, -0.076, 0.005], [0.192, 0.099, -0.021]],
  "lowdin_charge": [-0.098, -0.291, -0.095, 0.031, 0.002, 0.079, 0.060, 0.088, 0.071, 0.086, 0.085, -0.120, -0.390, -0.026, 0.064, 0.062, 0.063, 0.094, 0.113, 0.058, 0.064],
  "e_above_lowest_kcal_mol": 115.9,
  "smiles": "CN(C)N=O.CCN",
  "energy_ev": -10872.6536,
  "multiplicity": 1,
  "lumo_ev": [0.2, 0.2]
}

Record 3
{
  "formula": "C15H44BN7O9P3",
  "method": "the ωB97M-V functional and the def2-TZVPD basis",
  "species": ["C", "O", "B", "O", "N", "C", "C", "O", "O", "P", "O", "O", "O", "H", "H", "H", "H", "H", "H", "H", "H", "O", "P", "N", "C", "C", "N", "C", "C", "N", "C", "C", "H", "H", "H", "H", "H", "H", "H", "H", "H", "H", "H", "H", "H", "H", "H", "H", "H", "H", "O", "P", "N", "C", "C", "N", "C", "C", "N", "C", "C", "H", "H", "H", "H", "H", "H", "H", "H", "H", "H", "H", "H", "H", "H", "H", "H", "H", "H"],
  "positions_angstrom": [[-1.171572, -0.444531, -0.223857], [0.141927, -1.061449, -0.162253], [1.111053, -0.025853, -0.155522], [1.407555, 0.571458, -1.431046], [1.803913, 0.508300, 1.014146], [1.876791, -0.429297, 2.134448], [3.005673, 0.136563, 3.110343], [3.984306, -0.541179, 3.451546], [2.882468, 1.351658, 3.496480], [0.252190, -0.564780, 3.076694], [-0.525277, 0.681703, 2.806880], [0.456488, -0.783162, 4.699060], [-0.682684, -1.867889, 2.557803], [-1.942430, -1.090718, 0.248034], [-1.119516, 0.512766, 0.349832], [-1.480808, -0.234096, -1.276773], [1.120383, 1.496219, -1.320750], [1.447689, 1.420215, 1.311381], [2.147925, -1.471737, 1.826782], [-0.421643, -0.887282, 5.103758], [-0.066688, -2.437881, 2.060207], [-2.401192, 3.847506, 0.169275], [-2.902785, 4.937301, 1.115438], [-3.257252, 3.942471, 2.441767], [-4.536654, 3.696090, 3.052340], [-2.225434, 3.037666, 2.940453], [-4.303915, 5.292974, 0.151117], [-5.416175, 4.365423, 0.064862], [-3.948105, 5.741026, -1.194704], [-3.329734, 6.322792, 2.136743], [-2.266891, 6.726711, 3.067492], [-4.029792, 7.510339, 1.652378], [-5.175123, 4.582951, 3.044547], [-4.424614, 3.424104, 4.107589], [-5.063276, 2.873830, 2.553590], [-2.027573, 3.236337, 4.000234], [-1.280935, 3.174887, 2.416755], [-2.514805, 1.991319, 2.826557], [-5.091487, 3.339157, -0.146863], [-6.120258, 4.666289, -0.716131], [-6.003020, 4.375165, 0.983597], [-3.672324, 4.906988, -1.849495], [-3.103261, 6.436385, -1.158912], [-4.783720, 6.279924, -1.652081], [-2.697541, 6.918923, 4.054398], [-1.741530, 7.625254, 2.729678], [-1.517319, 5.943050, 3.189843], [-5.045448, 7.273631, 1.341038], [-3.500334, 7.990857, 0.824450], [-4.137919, 8.244958, 2.457088], [2.822013, -4.587899, -0.461093], [2.940203, -4.404538, -1.972033], [1.833389, -5.630710, -2.396136], [2.085961, -6.848747, -3.119600], [0.505311, -5.608612, -1.809048], [4.583776, -4.956275, -2.024003], [4.923347, -6.345241, -1.779463], [5.477629, -4.098532, -1.241170], [3.048694, -4.065711, -3.707619], [1.935558, -3.259468, -4.228860], [4.284203, -3.687229, -4.389511], [2.840777, -6.716069, -3.897303], [1.185116, -7.193680, -3.640298], [2.406111, -7.652613, -2.446080], [-0.258190, -5.582590, -2.596552], [0.353165, -4.719997, -1.195827], [0.327676, -6.484472, -1.173713], [4.445826, -6.741443, -0.874670], [6.004130, -6.473590, -1.676021], [4.652259, -6.968482, -2.632335], [5.411311, -4.302035, -0.167556], [5.236616, -3.042926, -1.400108], [6.515489, -4.238363, -1.557733], [1.585906, -3.685739, -5.174101], [2.222913, -2.217691, -4.395237], [1.085975, -3.251963, -3.543954], [5.008081, -4.500021, -4.380367], [4.737895, -2.793792, -3.952016], [4.089536, -3.484905, -5.447828]],
  "forces_ev_per_angstrom": [[-0.085, 0.513, -0.040], [0.396, 0.423, 0.208], [0.161, 0.478, -0.954], [-1.211, 0.139, 1.239], [-1.653, -1.710, -0.517], [0.675, -0.651, 1.425], [1.235, 2.533, 1.881], [-0.609, -1.575, -0.867], [-1.372, -1.397, -1.379], [-1.394, 1.645, -0.185], [0.185, -0.996, 0.290], [-0.080, -0.492, -1.485], [1.911, 0.709, 0.650], [0.790, 0.265, -0.193], [-0.439, -0.620, -0.359], [0.402, -0.179, 0.655], [0.626, -0.206, -0.388], [0.692, -0.133, 0.224], [0.048, 1.011, -0.069], [0.318, 0.085, -0.177], [-0.477, 0.029, 0.025], [3.167, 2.129, 0.312], [-6.022, -3.690, 0.427], [0.890, -0.120, 0.535], [-0.155, 0.628, 0.232], [-0.009, -0.226, -0.377], [-0.907, 1.053, -0.699], [0.022, -0.303, 0.449], [0.202, 0.051, 0.197], [2.277, 0.972, -0.964], [0.054, -0.183, 0.402], [-0.272, 0.270, -0.224], [0.025, 0.009, -0.170], [0.175, -0.028, -0.047], [-0.047, -0.032, 0.034], [-0.118, -0.037, 0.020], [-0.125, -0.112, -0.086], [0.137, 0.010, 0.013], [-0.069, -0.069, -0.019], [0.263, 0.139, -0.121], [0.104, -0.153, 0.073], [0.110, 0.023, -0.017], [0.042, -0.067, -0.030], [-0.070, -0.026, 0.107], [-0.004, 0.103, -0.053], [-0.048, 0.010, -0.009], [-0.144, -0.085, -0.004], [0.207, -0.218, -0.187], [-0.126, 0.148, 0.011], [0.383, -0.141, 0.129], [-1.356, 3.594, -0.301], [2.080, -6.777, -0.053], [-1.289, 0.185, 0.006], [0.135, 0.243, -0.557], [0.151, 0.017, 0.414], [1.431, 0.264, -0.583], [-0.474, -0.279, -0.115], [-0.214, 0.195, -0.064], [-0.268, 2.540, 0.786], [-0.386, -0.158, -0.165], [0.473, 0.070, -0.097], [0.099, 0.076, 0.131], [-0.084, 0.105, 0.089], [0.006, -0.073, -0.025], [0.021, -0.146, -0.039], [0.148, -0.075, 0.046], [-0.081, -0.002, 0.032], [0.037, -0.091, 0.037], [-0.022, 0.316, 0.094], [-0.163, -0.049, 0.073], [-0.055, 0.110, 0.023], [-0.034, -0.009, 0.093], [-0.054, -0.096, -0.093], [0.098, 0.058, -0.037], [0.020, -0.030, 0.018], [0.070, -0.112, 0.022], [-0.085, 0.048, 0.351], [0.118, -0.007, -0.143], [-0.386, 0.158, 0.140]],
  "lowdin_charge": [-0.074, -0.043, -0.684, 0.094, 0.133, -0.258, -0.717, -0.057, -0.100, 0.624, -0.310, -0.144, -0.180, 0.092, 0.087, 0.092, 0.096, 0.131, 0.132, 0.072, 0.062, -0.309, 0.730, -0.336, -0.139, -0.139, -0.361, -0.136, -0.162, -0.288, -0.134, -0.136, 0.069, 0.079, 0.079, 0.084, 0.065, 0.067, 0.087, 0.076, 0.056, 0.077, 0.070, 0.075, 0.085, 0.078, 0.073, 0.074, 0.079, 0.080, -0.301, 0.742, -0.342, -0.141, -0.141, -0.360, -0.137, -0.146, -0.288, -0.128, -0.130, 0.071, 0.076, 0.078, 0.076, 0.067, 0.081, 0.087, 0.078, 0.055, 0.082, 0.076, 0.077, 0.084, 0.084, 0.071, 0.074, 0.084, 0.081],
  "energy_ev": -73671.4600,
  "multiplicity": 1,
  "charge": -1,
  "lumo_ev": 1.5
}

Record 4
{
  "formula": "C2H10O3",
  "method": "the ωB97M-V functional and the def2-TZVPD basis",
  "species": ["C", "C", "H", "H", "H", "H", "O", "H", "H", "O", "H", "H", "O", "H", "H"],
  "positions_angstrom": [[-2.159314, -0.922934, -1.707660], [-1.536948, 0.228904, -1.274552], [-2.020537, -1.856168, -1.175829], [-3.030033, -0.929463, -2.396695], [-0.858742, 0.293694, -0.428200], [-1.676999, 1.196847, -1.898857], [2.405056, -1.254617, -0.055025], [1.671813, -1.221281, 0.567587], [2.467492, -0.319053, -0.331972], [1.524561, 3.005800, 0.928549], [1.469438, 3.433344, 0.031301], [1.298281, 2.061026, 0.871684], [-0.929383, -1.160365, 1.628616], [-0.271038, -1.755548, 1.970447], [-0.873976, -1.465765, 0.666678]],
  "forces_ev_per_angstrom": [[0.143, 2.278, 1.347], [-1.455, -0.436, -2.678], [0.088, -0.074, 0.020], [1.146, 0.196, 0.084], [-0.024, -0.189, -0.269], [0.070, -1.687, 1.404], [-0.180, 0.921, -0.130], [-0.003, -0.156, 0.110], [0.183, -0.718, 0.030], [-0.019, 0.369, -0.978], [-0.038, -1.110, 1.350], [0.026, 0.746, -0.358], [0.293, -0.612, -2.588], [0.408, -0.391, 0.989], [-0.638, 0.862, 1.667]],
  "lowdin_charge": [-0.068, -0.072, 0.026, 0.055, 0.009, 0.076, -0.057, 0.002, 0.044, -0.084, 0.062, 0.020, -0.071, 0.020, 0.038],
  "e_above_lowest_kcal_mol": 35.4,
  "smiles": "C=C.O.O.O",
  "energy_ev": -8377.0188,
  "multiplicity": 1,
  "lumo_ev": 0.2
}